1.
C37H34ClN3O3P2RuSe2 | ωB97M-V/def2-TZVPD

```
83
Properties=species:S:1:pos:R:3:forces:R:3
Ru 0.48925 2.37535 1.36396 -0.84 0.54 -0.10
C -4.31232 4.44027 -3.12291 0.01 0.05 0.04
O -4.03196 5.55454 -2.29797 -0.07 -0.04 -0.08
C -2.97183 5.44383 -1.45012 0.06 -0.04 0.06
C -2.75451 6.57276 -0.62449 -0.01 -0.02 -0.05
C -1.72797 6.53167 0.27107 0.06 -0.04 0.04
C -0.86856 5.41630 0.39733 -0.11 0.07 0.13
C 0.17874 5.40829 1.37364 0.16 0.03 -0.35
C 0.39349 6.60731 2.26530 0.06 0.05 -0.06
O 0.97577 4.46188 1.53643 -0.30 -0.22 0.68
C -1.08655 4.27807 -0.44179 0.20 -0.08 -0.07
O -0.35525 3.23511 -0.42312 -0.27 -0.22 0.02
C -2.16919 4.33759 -1.37083 0.01 0.06 -0.07
H -5.18478 4.71085 -3.71245 -0.01 0.01 0.00
H -4.53427 3.55155 -2.52737 0.00 0.00 0.01
H -3.47531 4.21948 -3.79004 0.01 0.00 -0.01
H -3.41110 7.42709 -0.71439 0.00 -0.01 0.00
H -1.57420 7.38970 0.91312 -0.01 -0.02 0.01
H 0.47937 7.53719 1.70231 0.00 -0.01 0.01
H 1.29506 6.44190 2.84893 0.00 0.00 0.01
H -0.46038 6.69084 2.94142 0.01 -0.01 0.00
H -2.32431 3.45246 -1.96970 0.00 0.01 -0.01
Se 1.68897 -3.56414 -2.25234 0.01 0.02 0.01
P -0.12163 -2.87220 -1.43005 -0.02 -0.07 0.07
C -0.70405 -3.95460 -0.06951 -0.05 -0.01 -0.01
C -0.03250 -5.13432 0.22617 -0.02 -0.02 0.06
C -0.48649 -5.95840 1.25106 0.01 0.05 -0.04
C -1.61080 -5.60218 1.98106 0.01 0.01 -0.02
C -2.28396 -4.42197 1.68704 0.02 0.01 -0.04
C -1.83701 -3.59882 0.66412 0.02 -0.05 0.04
C -1.46424 -2.97343 -2.65734 -0.01 -0.01 -0.01
C -2.08811 -1.87269 -3.23185 0.01 -0.01 -0.07
C -3.04683 -2.06116 -4.22178 0.05 0.02 0.03
C -3.38798 -3.33862 -4.63617 0.02 -0.04 0.02
C -2.76041 -4.44143 -4.06694 0.02 0.05 0.01
C -1.79858 -4.25788 -3.08777 -0.06 0.02 0.01
C -0.19935 -1.23683 -0.70185 -0.14 0.15 -0.23
C 0.66967 -0.36292 -0.05683 0.03 -0.45 0.42
N -0.12326 0.59080 0.49550 0.28 0.11 0.00
N -1.37998 0.37590 0.13573 -0.01 -0.24 0.23
N -1.45483 -0.71623 -0.56687 0.19 -0.01 0.03
P 2.41959 -0.19868 0.39778 -0.62 -0.59 -0.78
Se 2.75744 1.86819 0.27689 0.95 0.71 0.24
C 2.49961 -1.17709 1.91929 0.07 0.12 0.02
C 2.12755 -2.52170 1.85009 -0.12 0.07 0.17
C 2.05923 -3.27135 3.01230 0.01 0.01 -0.05
C 2.36613 -2.68555 4.23766 0.01 0.03 -0.03
C 2.74580 -1.35348 4.30096 0.03 -0.01 -0.09
C 2.81511 -0.59451 3.13616 0.13 -0.05 0.03
C 3.50042 -1.02191 -0.79803 0.17 0.00 0.12
C 4.36158 -2.04829 -0.42745 0.07 0.02 -0.06
C 5.23822 -2.59060 -1.35846 -0.05 0.05 0.01
C 5.26320 -2.10022 -2.65485 -0.01 0.00 0.02
C 4.42561 -1.05250 -3.01779 -0.02 0.00 0.00
C 3.55464 -0.50721 -2.09191 -0.08 -0.08 -0.02
H 0.84912 -5.39288 -0.34932 -0.01 -0.01 0.00
H 0.04186 -6.87693 1.47718 -0.01 0.01 -0.01
H -1.96392 -6.24196 2.78080 0.01 0.01 0.00
H -3.15866 -4.13799 2.25849 0.01 0.00 0.00
H -2.35465 -2.67417 0.43994 -0.01 -0.01 0.00
H -1.84071 -0.87532 -2.90075 -0.01 -0.01 0.00
H -3.52936 -1.19869 -4.66459 0.00 -0.01 0.01
H -4.13960 -3.47809 -5.40376 0.01 0.00 0.01
H -3.01607 -5.44276 -4.39005 0.00 0.01 0.00
H -1.29324 -5.11590 -2.65900 -0.01 0.01 0.01
H 1.87745 -2.97469 0.89627 0.01 -0.01 -0.01
H 1.75128 -4.30850 2.95959 0.01 0.01 0.01
H 2.30428 -3.27389 5.14519 -0.01 0.01 -0.01
H 2.98038 -0.89543 5.25345 -0.01 -0.01 -0.01
H 3.10392 0.44777 3.16806 -0.03 0.03 0.00
H 4.35514 -2.43187 0.58342 -0.02 -0.01 -0.01
H 5.89536 -3.40089 -1.06825 0.00 0.02 0.00
H 5.93984 -2.53011 -3.38361 -0.01 0.01 0.01
H 4.44684 -0.66226 -4.02743 0.00 -0.01 0.01
H 2.90485 0.31382 -2.36715 0.00 0.01 0.00
C 1.22848 2.46563 3.30914 0.10 -0.27 -0.14
H 2.21008 2.94497 3.25783 0.06 -0.03 0.07
H 1.32303 1.51006 3.83062 -0.10 -0.10 -0.03
H 0.55306 3.08998 3.89664 0.04 0.06 0.01
Cl -2.15260 3.86313 2.92253 0.10 -0.08 0.10
C -1.31420 2.27671 2.41822 0.01 0.65 -0.33
H -2.08123 1.79086 1.82387 -0.03 -0.04 0.03
H -1.20269 1.78141 3.38030 0.00 -0.15 -0.02
```
Positions in Å, forces in eV/Å.

Computed properties:
**HOMO (alpha / beta)**: -4.35 / -4.23 eV
**Total charge**: -1
**Max |F|**: 1.2 eV/A
**Spin multiplicity**: 2
**Energy above the lowest of the compared OMol25 structures with the same formula, charge and spin**: 0.000 eV
**LUMO level (alpha / beta)**: 2.30 / 2.30 eV
**Orbital gap (alpha / beta)**: 6.6 / 6.5 eV

2.
C37H34ClN3O5PSSe2Sn | ωB97M-V/def2-TZVPD

```
85
Properties=species:S:1:pos:R:3:forces:R:3
Sn 1.20570 0.82775 -0.38562 -0.13 0.44 0.41
Cl -5.57335 -1.30024 -2.43252 0.03 -0.01 0.01
C -3.84484 -1.53244 -2.47414 -0.09 0.00 0.07
C -3.13862 -1.08232 -3.50175 0.03 0.06 -0.05
C -1.67162 -1.36287 -3.62412 0.00 -0.05 -0.02
C -1.03752 -1.98754 -2.34744 0.06 0.06 0.12
O 1.01574 -1.70258 -2.63632 -0.07 -0.01 0.03
C -1.93000 -2.31004 -1.18562 0.14 0.06 0.01
C -1.35553 -2.70569 0.10947 -0.01 0.05 -0.05
N -0.09922 -2.75912 0.24898 0.02 -0.03 -0.03
C 0.54243 -3.06544 1.45971 -0.06 0.07 -0.08
C -0.07655 -3.23006 2.67122 0.00 0.05 0.08
C 0.66650 -3.46744 3.84608 -0.06 0.04 -0.02
C 2.02792 -3.52574 3.80584 0.01 0.00 -0.05
C 2.70554 -3.36395 2.57322 -0.02 0.01 0.05
C 4.11400 -3.39770 2.47262 0.06 0.00 0.01
C 4.70472 -3.22491 1.25792 -0.02 0.00 0.00
C 3.87412 -3.03382 0.12961 -0.02 0.00 0.00
N 2.57066 -3.00629 0.17618 0.02 -0.04 0.04
C 1.96891 -3.14795 1.38721 0.06 -0.02 -0.04
C -3.25049 -2.13734 -1.28851 -0.07 0.14 -0.01
H -3.63266 -0.59027 -4.33163 0.01 0.03 0.01
H -1.24837 -1.38447 -5.73229 -0.03 0.00 -0.01
H -2.08073 -2.89211 0.90877 -0.01 -0.01 0.00
H -1.14881 -3.13454 2.75013 -0.06 0.06 0.01
H 0.14288 -3.56772 4.78833 -0.01 -0.01 -0.01
H 2.60553 -3.68190 4.70948 0.01 0.00 -0.01
H 4.70508 -3.55321 3.36811 -0.01 0.00 0.00
H 5.78052 -3.23551 1.14519 0.00 0.02 -0.01
H 4.31899 -2.89454 -0.85133 0.02 -0.01 0.00
H -3.89571 -2.33844 -0.44211 -0.01 -0.02 -0.02
O -1.39302 0.75854 -0.52745 0.08 -0.32 0.71
C -2.03766 1.93964 -0.96892 -0.16 0.26 -0.06
C -2.36012 1.76399 -2.43805 -0.01 -0.05 0.00
C -1.17881 1.28510 -3.29236 0.00 0.00 -0.01
C -0.67724 -0.16151 -3.42542 0.11 0.23 0.04
C -1.50803 -2.11576 -4.96237 -0.03 -0.04 0.01
C -0.51118 -3.22457 -4.99160 -0.04 0.01 -0.05
C 0.22525 -3.59143 -3.95725 0.03 -0.04 0.06
C 0.16968 -2.88036 -2.65047 0.04 0.06 -0.04
N -0.06240 -0.82635 -2.20130 0.02 -0.10 -0.31
H -1.57203 0.61773 0.43433 -0.14 -0.07 -0.17
H -1.36854 2.79684 -0.83614 -0.01 -0.06 0.02
H -2.95043 2.11951 -0.39337 0.01 -0.09 0.02
H -2.62669 2.75264 -2.82427 -0.03 -0.02 -0.03
H -3.23672 1.13255 -2.56300 -0.04 -0.06 0.00
H -0.30809 1.87739 -2.98650 -0.03 -0.05 0.04
H -1.39379 1.55163 -4.33259 -0.04 0.02 0.00
H -2.47756 -2.53132 -5.25446 -0.01 0.00 0.01
H -0.42265 -3.75320 -5.93526 0.01 0.00 0.01
H 0.93258 -4.40685 -4.04906 0.00 0.00 0.00
H 0.44801 -3.52053 -1.82157 0.00 -0.03 0.08
Se -1.83484 0.22499 2.89078 0.08 -0.07 -0.30
P -0.24916 1.70231 2.45914 -0.08 -0.02 0.05
Se 1.23312 3.16250 -1.14009 0.18 -0.13 -0.11
C -1.04584 3.35757 2.66070 0.07 -0.02 -0.03
C -0.48589 4.43998 1.98441 0.01 0.00 -0.03
C -1.05310 5.70579 2.08539 0.00 -0.01 0.02
C -2.18549 5.90127 2.86123 0.00 -0.03 -0.01
C -2.75047 4.82413 3.53554 0.02 0.00 -0.01
C -2.18711 3.56136 3.43189 -0.03 0.01 0.03
C 0.87366 1.71936 3.92290 0.00 -0.03 -0.04
C 1.62002 2.85570 4.23819 0.02 0.00 -0.01
C 2.54679 2.83261 5.26993 0.00 -0.01 0.00
C 2.75507 1.66902 5.99937 -0.01 0.00 -0.01
C 2.02573 0.53115 5.68570 0.01 0.01 0.00
C 1.09274 0.55747 4.65802 0.01 -0.03 0.02
H 0.37731 4.28254 1.34715 -0.01 -0.01 -0.03
H -0.61195 6.53316 1.54278 0.00 0.00 -0.01
H -2.63562 6.88445 2.93224 0.01 0.01 0.01
H -3.63826 4.96789 4.14030 -0.01 0.00 0.00
H -2.63703 2.71448 3.93650 0.00 -0.01 -0.02
H 1.47436 3.76863 3.67344 0.00 0.00 0.01
H 3.11082 3.72771 5.50338 0.00 0.01 0.00
H 3.47866 1.65177 6.80530 0.01 0.00 0.00
H 2.17880 -0.38357 6.24692 0.00 -0.01 0.00
H 0.51046 -0.32466 4.42352 -0.03 -0.04 -0.01
C 1.65622 2.01679 -5.02620 0.08 0.05 -0.02
S 1.78328 0.38148 -4.39540 0.16 0.12 0.19
O 0.25809 -0.10454 -4.51377 0.02 -0.35 0.04
O 2.48959 -0.43659 -5.32863 -0.01 0.06 -0.04
O 2.22493 0.48980 -3.03837 -0.13 -0.12 -0.40
H 1.24464 1.97939 -6.03128 -0.02 0.03 0.00
H 2.67121 2.40987 -5.02557 0.00 0.01 -0.05
H 1.05347 2.60097 -4.33301 0.05 0.03 -0.01
```
Positions in Å, forces in eV/Å.

Computed properties:
**HOMO**: -3.80 eV
**Total charge**: -1
**Max |F|**: 0.8 eV/A
**Energy above the lowest of the compared OMol25 structures with the same formula, charge and spin**: 7.101 eV
**LUMO level**: 1.48 eV
**Orbital gap**: 5.3 eV

3.
C37H34N4O3S | ωB97M-V/def2-TZVPD

```
79
Properties=species:S:1:pos:R:3:forces:R:3
C -1.45073 4.20722 3.50824 0.28 0.26 -0.10
N -1.30967 2.76992 3.57790 -0.67 -0.22 0.02
C -2.41061 1.95327 3.58764 -0.82 0.49 -0.07
O -3.58178 2.32164 3.55599 1.57 -0.54 0.11
C -1.89884 0.51696 3.65914 -0.28 0.07 0.42
C -2.46355 -0.40470 2.57961 0.01 -0.19 -0.36
C -3.93397 -0.68455 2.77497 -0.10 -0.07 -0.03
C -4.83668 -0.41190 1.74233 0.00 0.13 0.40
C -6.20892 -0.49659 1.97647 0.09 -0.25 0.24
C -6.67366 -0.91626 3.23119 0.34 0.04 -0.14
C -5.76438 -1.29025 4.22873 0.15 -0.06 -0.18
C -4.39012 -1.18818 3.99875 -0.29 0.22 -0.36
N -0.45126 0.68724 3.55197 0.44 -0.84 0.11
C 0.36366 -0.38266 3.64734 -0.03 0.73 0.09
C 1.72808 -0.32165 3.40179 -0.25 0.28 -0.19
C 2.65476 -1.30562 3.72406 -0.79 -0.76 1.09
C 4.07276 -1.03899 3.58759 1.33 0.30 -0.42
C 5.01623 -1.76513 4.35615 -0.44 0.28 -0.18
C 6.37830 -1.52823 4.23493 0.16 -0.06 -0.11
C 6.85180 -0.57372 3.32057 -0.53 -0.20 0.37
C 8.25942 -0.41856 3.08611 2.34 0.36 -0.27
N 9.40418 -0.29464 2.88185 -2.35 -0.26 0.41
C 5.93629 0.22741 2.62952 -0.17 0.14 -0.27
C 4.57273 -0.00697 2.73370 -0.23 -0.42 0.44
C -0.02694 2.09349 3.40441 -0.11 0.46 -0.22
C 0.52422 2.40029 1.99859 -0.14 0.02 -0.11
C 0.94173 2.55830 4.50042 -0.16 -0.17 0.17
H -2.49024 4.46628 3.71661 0.14 -0.16 -0.06
H -0.80658 4.69396 4.24881 -0.13 -0.09 -0.09
H -1.17919 4.58788 2.51423 -0.11 -0.05 0.16
H -2.15534 0.11147 4.65406 0.08 0.19 -0.28
H -2.30208 0.06832 1.59726 0.01 -0.20 0.22
H -1.89954 -1.35290 2.59906 -0.18 0.45 0.02
H -4.44146 -0.09707 0.77248 -0.24 0.02 0.31
H -6.90789 -0.23818 1.17903 0.15 -0.10 0.29
H -7.74282 -0.96069 3.42678 0.21 -0.04 -0.04
H -6.11571 -1.67312 5.18753 0.01 0.14 -0.28
H -3.65772 -1.47775 4.75922 -0.39 0.08 -0.14
H -0.12978 -1.30950 3.95606 0.26 0.21 -0.12
H 2.10637 0.61877 3.00488 -0.09 -0.51 0.10
H 2.35096 -2.13503 4.37568 0.37 0.61 -0.26
H 4.65740 -2.52735 5.04455 0.10 0.15 -0.23
H 7.08437 -2.09414 4.84794 -0.23 0.14 -0.33
H 6.30250 1.04650 2.00753 -0.09 -0.37 0.06
H 3.88526 0.61698 2.14840 0.38 -0.35 0.25
H -0.29148 2.36144 1.26376 0.21 -0.04 0.17
H 0.95999 3.40832 1.98645 -0.11 -0.28 -0.06
H 1.28864 1.68198 1.69608 -0.11 0.21 -0.01
H 0.43017 2.51807 5.47132 0.18 0.00 -0.21
H 1.83041 1.92558 4.54503 -0.09 0.22 0.03
H 1.24684 3.59338 4.29909 -0.04 -0.31 0.09
C 5.91217 -4.56940 -0.75864 -0.14 0.10 0.24
C 5.45958 -5.81282 -0.30273 -0.04 0.21 0.15
C 4.60151 -5.90045 0.79997 -0.01 0.17 -0.08
C 4.23719 -4.72996 1.47329 -0.02 0.62 -0.32
S 3.07174 -4.79446 2.85259 1.05 -0.57 -0.92
C 1.84544 -3.56662 2.60137 0.38 0.21 -0.61
C 0.51472 -3.96194 2.94538 -0.56 0.24 0.41
C -0.65481 -3.43629 2.31240 0.35 -0.47 0.03
C -1.89927 -4.03674 2.51012 -0.01 0.05 -0.04
C -2.03298 -5.13291 3.37674 0.11 0.30 -0.12
C -3.26613 -5.86391 3.48590 -1.83 -1.11 0.22
N -4.24518 -6.49826 3.58758 1.97 1.35 -0.22
C -0.93292 -5.51193 4.15662 0.13 -0.05 0.13
C 0.29441 -4.90442 3.98874 -0.33 -0.02 -0.01
O 2.56266 -6.13984 2.68823 -0.48 0.18 0.75
O 3.81976 -4.46927 4.05484 -0.26 -0.11 0.10
C 4.74770 -3.49860 1.06768 0.01 -0.07 -0.04
C 5.56275 -3.40623 -0.06029 -0.02 -0.16 0.02
H 6.53054 -4.49461 -1.65668 -0.16 -0.09 0.35
H 5.76574 -6.73146 -0.80570 -0.13 0.30 0.07
H 4.21219 -6.86774 1.11509 0.04 0.34 -0.01
H 2.01310 -2.93996 1.72885 -0.08 -0.36 -0.03
H -0.53984 -2.61248 1.60136 -0.04 -0.42 0.07
H -2.78806 -3.68952 1.97363 0.38 -0.04 0.13
H -1.04577 -6.30400 4.89814 0.00 0.25 -0.19
H 1.09277 -5.17727 4.67193 0.04 -0.06 -0.32
H 4.48695 -2.61647 1.64949 0.09 -0.06 -0.27
H 5.91519 -2.42467 -0.38945 -0.06 -0.38 0.08
```
Positions in Å, forces in eV/Å.

Computed properties:
**HOMO**: -7.02 eV
**Max |F|**: 2.4 eV/A
**Energy above the lowest of the compared OMol25 structures with the same formula, charge and spin**: 0.081 eV
**LUMO level**: -2.21 eV
**Orbital gap**: 4.8 eV